No. 1
{"formula": "C6H10O", "method": "ωB97M-V with the def2-TZVPD basis set", "e_homo_ev": -8.25, "total_charge": 0, "largest_force_ha_per_bohr": 0.062, "e_lumo_ev": 1.15, "elements": ["C", "C", "O", "C", "C", "C", "C", "H", "H", "H", "H", "H", "H", "H", "H", "H", "H"], "coordinates": [[1.74, 0.08, 1.21], [0.98, -0.09, -0.08], [0.40, -1.39, -0.07], [-0.55, -1.53, -1.04], [-1.35, 0.29, -0.94], [-1.45, 0.65, 0.48], [-0.17, 0.91, -0.28], [2.50, -0.71, 1.32], [1.06, 0.02, 2.07], [2.24, 1.05, 1.23], [1.65, -0.03, -0.95], [-0.63, -0.94, -1.91], [-1.16, -2.41, -0.82], [-1.90, 0.85, -1.73], [-1.43, -0.19, 1.18], [-2.06, 1.49, 0.79], [0.14, 1.93, -0.46]], "lowdin_charge": [-0.03, -0.37, -0.11, -0.04, -0.13, -0.12, -0.24, 0.08, 0.09, 0.08, 0.15, 0.05, 0.11, 0.12, 0.11, 0.10, 0.14]}

No. 2
{"formula": "C6H7N", "method": "ωB97M-V with the def2-TZVPD basis set", "e_homo_ev": -8.53, "total_charge": 0, "largest_force_ha_per_bohr": 0.121, "e_lumo_ev": 0.34, "elements": ["C", "C", "C", "N", "C", "C", "C", "H", "H", "H", "H", "H", "H", "H"], "coordinates": [[-0.91, 0.56, 1.20], [-1.46, -0.18, 0.28], [-0.47, -0.63, -0.76], [0.16, -0.45, -1.95], [0.75, 0.26, -0.75], [1.37, -0.03, 0.53], [0.51, 0.58, 1.43], [-1.53, 0.58, 2.24], [-2.52, -0.27, 0.00], [-0.30, -1.76, -0.53], [0.59, -1.39, -2.36], [0.65, 1.36, -0.66], [2.27, 0.37, 1.00], [0.97, 1.03, 2.37]], "lowdin_charge": [-0.14, -0.06, -0.36, 0.06, -0.26, -0.08, -0.14, 0.16, 0.11, 0.17, 0.16, 0.16, 0.09, 0.12]}

No. 3
{"formula": "C4H5N3", "method": "ωB97M-V with the def2-TZVPD basis set", "e_homo_ev": -9.49, "total_charge": 0, "largest_force_ha_per_bohr": 0.055, "e_lumo_ev": 0.78, "elements": ["C", "N", "N", "N", "C", "C", "C", "H", "H", "H", "H", "H"], "coordinates": [[-1.28, -0.83, -0.29], [-1.11, -0.26, -1.54], [-0.07, 0.51, -1.50], [0.39, 0.41, -0.21], [-0.28, -0.48, 0.54], [0.58, -0.26, 1.74], [1.42, 0.78, 0.78], [-2.03, -1.57, -0.03], [0.01, 0.26, 2.53], [1.21, -1.09, 2.06], [1.18, 1.82, 1.08], [2.46, 0.68, 0.43]], "lowdin_charge": [-0.12, -0.01, 0.03, -0.12, -0.24, -0.03, -0.03, 0.09, 0.11, 0.10, 0.11, 0.12]}

No. 4
{"formula": "C4H7Cl3N3", "method": "ωB97M-V with the def2-TZVPD basis set", "e_homo_ev": -12.28, "total_charge": 1, "largest_force_ha_per_bohr": 0.075, "e_lumo_ev": -4.69, "elements": ["C", "C", "C", "C", "N", "N", "N", "Cl", "Cl", "Cl", "H", "H", "H", "H", "H", "H", "H"], "coordinates": [[2.16, -3.02, 0.20], [-0.38, 1.08, -0.51], [-2.23, 0.00, 0.55], [0.71, 2.15, -0.65], [1.21, -2.23, 0.13], [0.40, -1.47, -0.04], [-1.11, 0.91, 0.52], [2.22, 1.65, -1.32], [-0.15, 3.21, -1.83], [0.98, 3.01, 0.86], [2.68, -2.78, 1.14], [2.29, -3.73, -0.60], [-0.41, 0.43, -1.35], [-2.91, 0.43, 1.25], [-2.69, -0.06, -0.46], [-1.71, -1.08, 0.68], [-1.06, 1.50, 1.42]], "lowdin_charge": [0.00, -0.25, -0.02, -1.58, -0.19, 0.20, -0.01, 0.69, 0.66, 0.67, 0.10, 0.09, 0.12, 0.09, 0.11, 0.13, 0.19]}

No. 5
{"formula": "C3H11N5O2", "method": "ωB97M-V with the def2-TZVPD basis set", "e_homo_ev": -8.88, "total_charge": 0, "largest_force_ha_per_bohr": 0.056, "e_lumo_ev": 0.70, "elements": ["N", "C", "N", "C", "O", "O", "H", "H", "H", "H", "H", "H", "N", "C", "N", "N", "H", "H", "H", "H", "H"], "coordinates": [[2.48, -1.32, -0.02], [1.40, -0.47, -0.46], [1.48, -0.13, -1.84], [-0.10, -1.05, -0.18], [-0.89, -1.21, -1.08], [-0.27, -1.67, 1.00], [2.54, -1.36, 0.99], [2.44, -2.24, -0.43], [1.42, 0.46, 0.16], [2.44, 0.02, -2.13], [1.04, -0.85, -2.43], [-1.15, -2.06, 1.06], [-0.05, 1.94, 0.81], [-1.17, 1.35, 0.65], [-2.01, 1.47, -0.45], [-1.75, 0.68, 1.71], [0.25, 2.46, 0.00], [-2.65, 0.70, -0.59], [-1.53, 1.71, -1.31], [-2.69, 0.95, 1.98], [-1.21, 0.62, 2.57]], "lowdin_charge": [0.05, -0.42, 0.05, -0.48, 0.07, 0.08, 0.07, 0.08, 0.10, 0.08, 0.08, 0.13, 0.10, -0.64, 0.13, 0.10, 0.05, 0.09, 0.10, 0.09, 0.10]}

No. 6
{"formula": "C5H10O2", "method": "ωB97M-V with the def2-TZVPD basis set", "e_homo_ev": -9.80, "total_charge": 0, "largest_force_ha_per_bohr": 0.008, "e_lumo_ev": 1.00, "elements": ["C", "O", "C", "C", "C", "C", "O", "H", "H", "H", "H", "H", "H", "H", "H", "H", "H"], "coordinates": [[-2.03, -1.08, -0.66], [-0.68, -0.67, -0.71], [-0.52, 0.61, -0.18], [-0.40, 0.74, 1.31], [0.81, 0.93, 0.42], [1.92, -0.10, 0.38], [2.53, -0.14, -0.90], [-2.63, -0.60, -1.45], [-2.48, -0.82, 0.31], [-2.06, -2.16, -0.79], [-1.04, 1.40, -0.73], [-0.83, 1.61, 1.81], [-0.46, -0.19, 1.86], [1.15, 1.95, 0.28], [2.71, 0.18, 1.08], [1.54, -1.08, 0.68], [1.83, -0.38, -1.52]], "lowdin_charge": [-0.09, -0.15, -0.33, -0.05, -0.21, -0.24, -0.06, 0.09, 0.09, 0.09, 0.15, 0.10, 0.12, 0.14, 0.12, 0.12, 0.09]}

Number 1: Kohn-Sham gap 9.393 eV. Number 2: Kohn-Sham gap 8.866 eV. Number 3: Kohn-Sham gap 10.266 eV. Number 4: Kohn-Sham gap 7.591 eV. Number 5: Kohn-Sham gap 9.581 eV. Number 6: Kohn-Sham gap 10.802 eV.